*A*
The following is a DFT calculation (wB97M-V/def2-TZVPD) of a 2-piece molecular cluster, C3H7BrO overall.

XYZ file:
```
12
C3H7BrO (wB97M-V/def2-TZVPD)
C 0.061 -1.016 0.673
C 0.519 0.476 -1.224
C 0.187 0.367 0.187
O 0.321 1.416 0.993
Br -2.872 0.295 -0.113
H 0.919 -1.167 1.438
H 0.147 -1.660 -0.156
H -0.888 -1.232 1.212
H -0.344 0.788 -1.845
H 0.689 -0.559 -1.632
H 1.294 1.242 -1.414
H -0.034 1.051 1.881
```

Computed properties:
* frontier orbital gap: 6.697 eV
* total charge: 0
* HOMO: -8.009 eV

Mulliken population analysis, charges in e, atoms 1 to 6: atom 1 (C): -1.1626, atom 2 (C): -0.9307, atom 3 (C): 0.7507, atom 4 (O): -0.4149, atom 5 (Br): -0.6599, atom 6 (H): 0.3950

---

*B*
The following is a DFT calculation (wB97M-V/def2-TZVPD) of a 2-piece molecular cluster, C3H7BrO overall.

XYZ file:
```
12
C3H7BrO (wB97M-V/def2-TZVPD)
C 0.449 1.198 -0.149
C 0.148 -0.050 0.436
C 0.808 -1.343 0.035
O -2.095 0.843 0.183
Br -3.379 -0.248 0.000
H 0.164 1.142 -1.170
H 0.029 1.993 0.299
H 1.470 1.454 -0.301
H 1.766 -1.115 -0.272
H -0.352 0.046 1.320
H 0.537 -2.236 0.529
H 0.456 -1.685 -0.912
```

Computed properties:
* frontier orbital gap (alpha / beta): 6.438 / 6.444 eV
* total charge: 0
* HOMO (alpha / beta): -7.768 / -7.771 eV

Mulliken population analysis, charges in e, atoms 1 to 6: atom 1 (C): -1.2257, atom 2 (C): 0.2022, atom 3 (C): -1.1913, atom 4 (O): -0.5510, atom 5 (Br): -0.0589, atom 6 (H): 0.3552

---

Stability summary - winner: *A*; margin: 384.6 kJ/mol.

---

*A*
The following is a DFT calculation (wB97M-V/def2-TZVPD) of C9H9NO as an isolated structure.

XYZ file:
```
20
C9H9NO (wB97M-V/def2-TZVPD)
C 1.335 -0.769 -0.334
C 0.739 -1.981 0.228
C -0.794 -1.753 0.324
C -0.987 -0.350 0.070
C -2.270 0.497 0.231
C -2.087 1.713 -0.079
C -0.850 2.410 -0.475
C 0.299 1.689 -0.519
C 0.212 0.294 -0.268
H 3.432 -1.167 0.070
H 2.571 0.371 1.177
H 1.663 -1.120 -1.288
H 1.210 -2.458 1.435
H 0.951 -2.764 -0.218
H -3.176 -0.186 0.700
H -3.293 2.555 -0.315
H -1.210 3.500 -0.701
H 1.139 2.252 -0.968
N 2.657 -0.193 0.208
O -1.541 -2.540 0.722
```

Computed properties:
* frontier orbital gap: 9.012 eV
* total charge: 0
* HOMO: -9.165 eV

Mulliken population analysis, charges in e, atoms 1 to 6: atom 1 (C): 0.0780, atom 2 (C): -0.8563, atom 3 (C): 0.4917, atom 4 (C): 0.2303, atom 5 (C): -0.6529, atom 6 (C): -0.0941

---

*B*
The following is a DFT calculation (wB97M-V/def2-TZVPD) of one molecule with the formula C9H9NO.

XYZ file:
```
20
C9H9NO (wB97M-V/def2-TZVPD)
N 1.568 1.616 1.448
C 1.440 0.942 0.284
O 2.027 1.091 -0.774
C 0.124 -0.258 0.441
C 1.030 -1.490 0.218
C 0.990 -1.918 -1.032
C 0.039 -1.132 -1.794
C -0.484 -0.263 -0.928
C -1.690 0.614 -0.860
C -1.972 0.598 0.597
C -1.018 0.044 1.310
H 1.161 1.247 2.366
H 2.010 2.547 1.567
H 1.798 -1.945 0.923
H 1.455 -2.818 -1.405
H -0.242 -1.281 -2.912
H -2.516 0.169 -1.503
H -1.772 1.652 -1.413
H -3.005 0.821 1.060
H -0.941 -0.236 2.407
```

Computed properties:
* frontier orbital gap: 8.777 eV
* total charge: 0
* SMILES: NC(=O)[C@]12C=CC=C1CC=C2
* HOMO: -8.054 eV

Mulliken population analysis, charges in e, atoms 1 to 6: atom 1 (N): -0.3236, atom 2 (C): 0.4372, atom 3 (O): -0.5609, atom 4 (C): 1.3250, atom 5 (C): -1.0879, atom 6 (C): -0.1909

---

Stability summary - winner: *B*; margin: 305.7 kJ/mol.

---

*A*
The following is a DFT calculation (wB97M-V/def2-TZVPD) of one molecule with the formula H5PSi.

XYZ file:
```
7
H5PSi (wB97M-V/def2-TZVPD)
Si -0.515 0.358 0.490
P 1.274 -0.425 -0.529
H -1.140 1.712 0.519
H -1.729 -0.518 0.614
H -0.051 0.512 1.862
H 1.306 0.192 -1.849
H 0.854 -1.831 -1.107
```

Computed properties:
* frontier orbital gap: 10.190 eV
* total charge: 0
* SMILES: [SiH3]P
* HOMO: -9.628 eV

Mulliken population analysis, charges in e, atoms 1 to 6: atom 1 (Si): 0.3010, atom 2 (P): -0.2025, atom 3 (H): -0.0822, atom 4 (H): -0.0822, atom 5 (H): -0.0887, atom 6 (H): 0.0687

---

*B*
The following is a DFT calculation (wB97M-V/def2-TZVPD) of one molecule with the formula H5PSi.

XYZ file:
```
7
H5PSi (wB97M-V/def2-TZVPD)
Si -0.625 -0.187 -0.593
P 0.857 -0.374 1.065
H -0.532 1.288 -0.901
H -0.481 -1.013 -1.819
H -1.804 -0.711 0.028
H 0.631 0.707 1.880
H 1.953 0.290 0.340
```

Computed properties:
* frontier orbital gap: 10.173 eV
* total charge: 0
* SMILES: [SiH3]P
* HOMO: -9.173 eV

Mulliken population analysis, charges in e, atoms 1 to 6: atom 1 (Si): 0.3308, atom 2 (P): -0.1901, atom 3 (H): -0.0677, atom 4 (H): -0.0841, atom 5 (H): -0.0967, atom 6 (H): 0.0549

---

Stability summary - winner: *B*; margin: 45.3 kJ/mol.

---

*A*
The following is a DFT calculation (wB97M-V/def2-TZVPD) of a 2-piece molecular cluster, C8H19NO overall.

XYZ file:
```
29
C8H19NO (wB97M-V/def2-TZVPD)
C -2.608 -0.258 3.184
C -2.618 0.745 2.026
N -1.273 0.982 1.473
C -1.230 1.650 0.184
C -0.161 1.283 2.285
C 1.075 0.895 1.514
O -0.324 1.808 3.359
H -1.766 -0.919 3.150
H -3.511 -0.835 3.335
H -2.272 0.466 3.928
H -3.124 0.283 1.174
H -3.030 1.722 2.269
H -2.153 1.608 -0.393
H -1.029 2.705 0.374
H -0.547 1.183 -0.530
H 0.851 0.309 0.633
H 1.871 1.580 1.217
H 1.628 0.270 2.231
C 2.682 -0.395 -3.115
C 1.340 -1.154 -3.044
C 1.359 -2.552 -2.497
H 3.542 -1.074 -3.050
H 2.849 0.108 -4.062
H 2.761 0.237 -2.231
H 0.970 -1.106 -4.052
H 0.699 -0.496 -2.465
H 0.445 -2.869 -1.977
H 2.080 -2.804 -1.710
H 1.494 -3.371 -3.208
```

Computed properties:
* frontier orbital gap: 9.633 eV
* total charge: 0
* SMILES: CCN(C)C(C)=O.CCC
* HOMO: -8.885 eV

Mulliken population analysis, charges in e, atoms 1 to 6: atom 1 (C): -1.2451, atom 2 (C): -0.4521, atom 3 (N): 0.1073, atom 4 (C): -0.9182, atom 5 (C): 0.5761, atom 6 (C): -0.9809

---

*B*
The following is a DFT calculation (wB97M-V/def2-TZVPD) of a 2-piece molecular cluster, C8H19NO overall.

XYZ file:
```
29
C8H19NO (wB97M-V/def2-TZVPD)
C -0.934 -2.989 -1.144
C -0.023 -1.725 -1.189
N -0.866 -0.563 -1.520
C -1.033 0.420 -0.421
C -0.691 0.255 -2.677
C 0.663 0.225 -3.382
O -1.614 0.914 -3.077
H -0.508 -3.853 -1.651
H -1.950 -2.690 -1.265
H -0.909 -3.384 -0.117
H 0.196 -1.554 -0.146
H 0.968 -1.834 -1.624
H -0.700 0.179 0.594
H -0.306 1.208 -0.643
H -2.069 0.690 -0.228
H 1.059 1.239 -3.314
H 1.275 -0.501 -2.868
H 0.562 0.040 -4.449
C 1.768 0.780 2.376
C 0.403 0.816 3.070
C -0.397 2.058 2.600
H 2.527 1.230 3.026
H 1.869 1.339 1.441
H 2.154 -0.215 2.142
H -0.191 -0.049 2.780
H 0.567 0.950 4.136
H -0.199 2.949 3.198
H -0.165 2.166 1.550
H -1.456 1.901 2.801
```

Computed properties:
* frontier orbital gap: 9.973 eV
* total charge: 0
* SMILES: CCN(C)C(C)=O.CCC
* HOMO: -9.146 eV

Mulliken population analysis, charges in e, atoms 1 to 6: atom 1 (C): -1.3308, atom 2 (C): -0.1071, atom 3 (N): 0.1255, atom 4 (C): -0.6213, atom 5 (C): 0.4811, atom 6 (C): -0.8629

---

Stability summary - winner: *A*; margin: 33.8 kJ/mol.